77
Properties=species:S:1:pos:R:3:forces:R:3 method="wB97M-V/def2-TZVPD" homo_energy_ev="-12.39 / -12.36" fmax_ev_per_a=0.3 multiplicity=6 orbital_gap_ev="9.52 / 5.82" e_above_lowest_ev=0.080 s2=8.765 e_tot_ha=-2988.7046 total_charge=+1
Ir -1.49366 -0.34327 0.15465 0.019 -0.064 0.189
O -5.15086 -2.56487 4.38685 0.076 0.013 -0.036
C -4.21039 -1.83825 4.97164 -0.033 0.046 -0.035
O -4.17182 -1.64368 6.15369 -0.008 -0.029 0.016
C -3.15476 -1.22279 4.10025 0.001 0.012 0.019
C -2.14800 -0.43783 4.62743 0.054 -0.003 -0.026
N -1.36857 -0.04025 3.61071 -0.061 -0.026 0.058
N -1.80738 -0.51900 2.44547 0.015 0.065 -0.071
C -2.89203 -1.23467 2.72244 -0.031 -0.051 -0.056
C -3.58676 -1.87300 1.56836 -0.054 -0.070 0.093
O -4.59253 -2.52608 1.70065 0.012 0.008 -0.002
O -3.00035 -1.66678 0.40405 -0.051 0.027 -0.080
H -5.02942 -2.62209 3.41406 -0.038 -0.004 0.021
H -1.95941 -0.16058 5.65140 -0.007 -0.001 -0.004
H -0.55441 0.55389 3.63923 0.010 0.006 -0.013
C -6.81598 -1.95446 -2.02472 -0.008 0.013 -0.002
C -5.70840 -0.95213 -1.89881 -0.035 -0.012 0.005
C -4.52645 -1.09124 -2.61255 0.018 -0.012 -0.004
C -3.48421 -0.18929 -2.45179 -0.048 0.011 0.014
C -3.64662 0.87392 -1.56814 -0.113 -0.017 -0.027
C -4.84006 1.05984 -0.86784 0.057 -0.002 -0.025
C -5.85390 0.14494 -1.03741 -0.032 -0.004 -0.002
S -2.26955 1.89114 -1.18547 0.192 -0.018 0.193
O -1.10173 1.16175 -1.73362 -0.213 -0.032 0.113
O -2.43510 3.26224 -1.49794 0.022 0.004 -0.009
O -2.14734 1.63579 0.34345 0.006 0.147 -0.250
H -6.60227 -2.69015 -2.79703 -0.005 -0.003 0.002
H -7.75838 -1.46141 -2.26561 0.003 -0.004 -0.001
H -6.95492 -2.48037 -1.07840 0.006 -0.004 -0.001
H -4.40899 -1.92449 -3.29319 0.005 0.005 -0.003
H -2.55952 -0.30427 -3.00072 0.004 0.012 -0.013
H -4.95437 1.89404 -0.18724 0.014 0.003 -0.014
H -6.78012 0.27012 -0.49016 -0.001 -0.013 -0.003
C 1.78099 1.48765 -3.59364 0.042 0.045 -0.054
C 2.86971 0.53029 -3.14435 0.005 0.006 -0.065
C 3.24408 -0.44839 -4.24359 -0.053 -0.024 0.092
C 4.09096 1.27367 -2.62753 0.009 -0.010 0.039
O 2.32885 -0.29460 -2.05827 -0.034 0.063 0.097
Si 2.09780 0.02536 -0.51010 0.113 -0.109 0.038
S 0.41165 -1.46822 -0.21286 0.214 -0.012 -0.056
O 1.58291 1.50416 -0.18771 -0.056 0.030 0.033
C 1.70230 2.41288 0.94307 -0.047 0.029 -0.025
C 3.16949 2.68278 1.22978 0.026 -0.061 -0.007
C 0.98429 3.68037 0.51783 -0.009 0.039 0.003
C 1.00589 1.77520 2.13943 0.014 -0.081 -0.015
O 3.17601 -0.44993 0.57836 -0.081 -0.035 -0.136
C 4.01852 -1.62821 0.76034 0.055 0.008 0.069
C 3.38194 -2.45709 1.86383 -0.006 -0.005 0.006
C 4.13389 -2.41859 -0.53162 -0.025 -0.022 -0.015
C 5.37497 -1.09420 1.18989 0.005 -0.003 -0.016
H 2.15021 2.08771 -4.42662 -0.018 0.015 0.009
H 1.48806 2.15710 -2.78428 -0.010 -0.019 -0.006
H 0.90135 0.93984 -3.93082 -0.005 -0.017 0.028
H 3.64799 0.08638 -5.10245 0.001 0.020 -0.004
H 2.36500 -1.00812 -4.56336 0.015 0.000 -0.010
H 3.99602 -1.15266 -3.88683 0.008 -0.007 -0.016
H 4.54302 1.84986 -3.43459 0.015 0.005 0.007
H 4.83836 0.57509 -2.24479 -0.012 0.011 -0.025
H 3.81569 1.97114 -1.83245 0.002 0.000 -0.012
H 3.65088 3.10657 0.34783 0.007 0.000 0.005
H 3.68758 1.76722 1.51276 0.015 0.023 0.001
H 3.26342 3.40243 2.04311 -0.018 0.015 -0.002
H 1.46675 4.11382 -0.35831 0.000 -0.008 0.010
H 1.01375 4.41172 1.32631 0.004 0.016 -0.011
H -0.05810 3.47612 0.27471 0.005 -0.008 0.003
H 1.45192 0.80075 2.36155 0.024 -0.005 0.010
H -0.05880 1.66188 1.91035 0.032 0.056 0.003
H 1.10992 2.41122 3.02084 -0.021 0.020 -0.029
H 2.41508 -2.85672 1.54990 0.003 0.014 -0.010
H 3.24061 -1.84849 2.75789 0.009 -0.013 0.002
H 4.02581 -3.29924 2.11777 -0.007 -0.001 0.007
H 3.16304 -2.78286 -0.87542 0.005 0.017 0.017
H 4.77359 -3.28519 -0.36421 0.005 0.004 -0.008
H 4.57523 -1.81264 -1.32253 0.007 -0.003 -0.012
H 5.29006 -0.52468 2.11580 -0.010 0.001 -0.008
H 5.79129 -0.44720 0.41653 -0.007 -0.003 0.010
H 6.06625 -1.92092 1.35474 0.000 0.007 0.010

***

72
Properties=species:S:1:pos:R:3:forces:R:3 method="wB97M-V/def2-TZVPD" homo_energy_ev=-7.83 fmax_ev_per_a=2.2 orbital_gap_ev=8.05 e_tot_ha=-1907.4981
C 0.20418 -0.81508 -0.74654 0.673 -0.295 0.751
O -1.18729 -0.56968 -0.68186 0.449 0.150 -0.537
C -1.67389 0.02530 -1.86804 -0.974 0.693 -0.256
C -2.89320 0.91424 -1.42608 0.371 -1.624 1.157
O -2.48132 1.58971 -0.24110 -0.506 1.003 -0.993
C -2.65644 3.00569 -0.31474 0.035 0.308 1.005
P -4.23630 -0.29667 -0.89934 -0.900 -0.849 -0.476
N -4.29260 -1.57074 -1.83920 -0.228 1.164 0.623
O -5.70126 0.51303 -0.97160 2.022 -0.488 0.672
O -3.98241 -0.64109 0.69845 -0.496 0.732 -1.848
H 0.42726 -1.57109 0.03141 -0.096 0.170 -0.582
H 0.53209 -1.17661 -1.73794 -0.224 0.011 0.407
H 0.81890 0.07284 -0.47195 -0.540 -0.172 -0.332
H -1.98092 -0.76107 -2.58098 0.056 0.422 0.171
H -0.96210 0.71459 -2.36312 0.062 -0.367 0.406
H -3.24268 1.58149 -2.23078 0.038 -0.361 0.268
H -1.68255 3.49352 -0.51118 -0.481 -0.115 -0.191
H -3.43772 3.31690 -1.03204 0.447 -0.205 0.182
H -2.98717 3.33375 0.69124 0.174 -0.090 -0.536
H -5.23319 -1.55255 -2.23594 0.062 -0.259 0.106
H -6.32736 -0.06775 -0.52370 -0.360 0.094 0.076
H -3.05033 -0.55288 0.93196 0.244 0.125 -0.025
N 2.72829 -2.93533 2.26075 0.042 -0.111 -0.048
C 4.01432 -3.33693 2.01500 0.062 -0.005 0.019
C 3.99965 -4.69317 1.81712 0.100 0.134 -0.006
C 2.65427 -5.12530 1.94294 -0.154 0.048 0.017
C 1.89210 -4.01887 2.21425 -0.049 -0.036 0.026
H 2.44218 -1.99344 2.44489 -0.053 0.015 -0.064
H 4.82411 -2.62633 2.00349 -0.002 -0.042 -0.002
H 4.85950 -5.30693 1.60433 -0.018 0.021 0.003
H 2.28641 -6.13345 1.84504 0.001 0.029 -0.002
H 0.83292 -3.90897 2.37842 0.028 -0.033 0.006
N -0.58565 3.24548 -4.42276 -0.021 -0.001 -0.077
C 0.36646 2.90895 -5.34688 0.018 -0.045 -0.022
C -0.17820 3.08061 -6.59333 0.143 -0.036 0.075
C -1.50709 3.54268 -6.41493 -0.124 0.046 0.096
C -1.72962 3.63724 -5.06551 -0.053 -0.032 0.006
H -0.46395 3.21116 -3.42811 0.032 0.053 0.008
H 1.34389 2.57691 -5.03888 -0.020 0.004 -0.035
H 0.32261 2.89576 -7.52943 -0.009 0.005 0.026
H -2.21942 3.77963 -7.18813 0.015 -0.005 0.023
H -2.59911 3.94713 -4.50949 0.010 0.009 -0.043
N 2.24466 0.64432 4.00315 -0.043 0.108 -0.051
C 1.15125 0.94633 3.23727 -0.029 -0.050 -0.029
C 0.68437 2.17272 3.63399 -0.039 -0.087 -0.127
C 1.53206 2.62973 4.67554 0.136 -0.035 0.068
C 2.48685 1.66633 4.87895 0.022 0.040 0.069
H 2.78640 -0.19646 3.93372 0.068 0.017 0.109
H 0.80128 0.26346 2.47971 -0.056 0.056 0.009
H -0.16983 2.68459 3.22160 0.018 -0.024 0.007
H 1.45165 3.55965 5.21447 0.000 -0.025 -0.012
H 3.31333 1.61874 5.56899 -0.034 -0.019 -0.002
N -4.87175 -2.70491 -4.72002 -0.052 -0.026 -0.096
C -4.85745 -4.02522 -5.07258 -0.042 0.050 0.008
C -5.19921 -4.11314 -6.39903 0.044 -0.124 0.084
C -5.42337 -2.79303 -6.86463 -0.016 0.160 -0.031
C -5.21107 -1.94616 -5.80576 -0.018 -0.046 0.051
H -4.66357 -2.34544 -3.80093 0.291 -0.074 -0.071
H -4.60727 -4.78612 -4.35228 -0.011 0.010 -0.026
H -5.27790 -5.02394 -6.97037 0.008 0.021 0.014
H -5.70707 -2.49671 -7.86164 0.013 -0.004 0.024
H -5.27283 -0.87287 -5.73234 -0.003 -0.023 -0.027
N 5.99932 2.17644 7.36829 0.084 -0.080 -0.014
C 6.62977 1.47963 8.36301 -0.012 -0.035 0.010
C 7.45577 0.55763 7.77286 -0.035 0.053 0.153
C 7.32226 0.70741 6.36882 -0.069 0.058 -0.121
C 6.41877 1.71547 6.14965 -0.053 -0.016 -0.061
H 5.33300 2.91219 7.51048 0.018 0.031 0.008
H 6.43632 1.69824 9.39984 0.018 -0.030 -0.021
H 8.08655 -0.14527 8.29196 -0.014 0.023 -0.008
H 7.83114 0.14125 5.60576 -0.007 0.023 0.017
H 6.03915 2.14246 5.23582 0.036 -0.013 0.010